The following is a DFT calculation (the ωB97M-V functional and the def2-TZVPD basis) of a 2-piece molecular cluster, C2H10N2O overall.

The value obtained for the energy relative to the best compared isomer or geometry (same formula, charge and spin) is 0.734 eV. As for the HOMO energy: -0.324 Ha. The charge is 0. As for the HOMO-LUMO gap: 9.834 eV.

Last column: Löwdin charge in e.
Cartesian coordinates (Å):
C  0.194  -1.895  -0.392  -0.147
N  0.123  -0.977  -1.528  -0.148
C  0.324  0.461  -1.178  -0.310
N  -0.911  1.028  -0.668  0.010
H  -0.137  -2.880  -0.678  0.069
H  -0.511  -1.531  0.359  0.062
H  1.158  -1.883  0.132  0.076
H  0.774  -1.320  -2.221  0.083
H  1.081  0.517  -0.390  0.100
H  0.674  0.825  -2.143  0.112
H  -1.352  0.389  -0.032  0.048
H  -1.445  1.368  -1.449  0.060
O  0.212  1.106  3.133  -0.068
H  -0.305  1.602  2.492  0.022
H  0.401  1.705  3.862  0.031

---

The following is a DFT calculation (the ωB97M-V functional and the def2-TZVPD basis) of a 2-piece molecular cluster, C2H10N2O overall.

The value obtained for the energy relative to the best compared isomer or geometry (same formula, charge and spin) is 0.559 eV. As for the HOMO energy: -0.327 Ha. The charge is 0. As for the HOMO-LUMO gap: 9.893 eV.

Last column: Löwdin charge in e.
Cartesian coordinates (Å):
C  -0.536  1.217  1.505  -0.130
N  -1.087  0.043  0.836  -0.126
C  -0.132  -0.948  0.349  -0.345
N  -0.639  -1.693  -0.781  -0.001
H  -0.385  1.080  2.577  0.073
H  0.431  1.444  1.061  0.068
H  -1.147  2.096  1.295  0.072
H  -1.800  -0.411  1.392  0.099
H  0.195  -1.693  1.086  0.116
H  0.748  -0.381  0.078  0.075
H  -1.065  -2.573  -0.532  0.054
H  -1.347  -1.167  -1.277  0.063
O  2.084  1.301  -1.762  -0.059
H  2.583  0.779  -2.401  0.040
H  1.310  0.809  -1.478  0.002